# 1
{"formula": "C3H8N2O2", "method": "ωB97M-V/def2-TZVPD", "elements": ["C", "C", "C", "N", "N", "O", "O", "H", "H", "H", "H", "H", "H", "H", "H"], "xyz": [[-0.26, 0.76, -0.56], [-0.79, 0.03, -1.62], [0.86, -1.08, 0.30], [0.48, 1.15, 1.58], [0.57, 0.28, 0.42], [-1.64, 0.65, -2.46], [-0.23, -1.98, 0.66], [-0.37, 1.89, -0.63], [-0.77, -0.98, -1.74], [1.12, -1.47, -0.69], [1.69, -1.35, 0.98], [-0.19, 0.82, 2.31], [1.36, 1.27, 2.17], [-1.39, 1.64, -2.27], [-0.44, -1.64, 1.55]], "e_above_lowest_kcal_mol": 99.82, "e_tot_ev": -10312.6236, "smiles": "NN(/C=C/O)CO", "molar_mass_g_mol": 104.109}

***

# 2
{"formula": "C33H35BiN3O6P", "method": "ωB97M-V/def2-TZVPD", "elements": ["Bi", "O", "C", "O", "C", "C", "C", "C", "C", "N", "C", "O", "O", "H", "H", "H", "O", "C", "O", "C", "C", "C", "C", "C", "C", "C", "C", "C", "N", "H", "H", "H", "H", "H", "H", "C", "C", "C", "C", "P", "C", "C", "C", "C", "C", "C", "C", "C", "C", "C", "H", "H", "H", "H", "H", "H", "H", "H", "H", "H", "H", "H", "H", "H", "H", "H", "H", "H", "H", "H", "H", "H", "H", "C", "C", "N", "H", "H", "H"], "xyz": [[-0.03, -0.54, 1.19], [0.29, 2.23, 4.54], [0.40, 1.29, 3.78], [-0.54, 0.63, 3.19], [1.78, 0.70, 3.53], [2.85, 0.96, 4.35], [4.00, 0.20, 4.21], [4.03, -0.82, 3.26], [2.93, -1.00, 2.45], [1.85, -0.23, 2.57], [2.82, -2.17, 1.47], [3.75, -2.96, 1.43], [1.73, -2.17, 0.80], [2.74, 1.73, 5.10], [4.86, 0.37, 4.85], [4.87, -1.48, 3.14], [-1.35, 3.54, 0.55], [-1.30, 2.36, 0.84], [-0.23, 1.62, 0.68], [-2.54, 1.69, 1.39], [-3.61, 2.53, 1.78], [-4.72, 1.95, 2.33], [-4.75, 0.56, 2.52], [-5.85, -0.11, 3.13], [-5.81, -1.46, 3.33], [-4.68, -2.20, 2.94], [-3.62, -1.60, 2.34], [-3.63, -0.20, 2.11], [-2.56, 0.39, 1.50], [-3.51, 3.59, 1.63], [-5.57, 2.55, 2.63], [-6.70, 0.48, 3.43], [-6.65, -1.96, 3.80], [-4.67, -3.27, 3.12], [-2.75, -2.16, 2.03], [-0.03, 2.52, -2.44], [0.14, 1.01, -2.61], [0.61, 0.74, -4.05], [-1.22, 0.34, -2.42], [1.27, 0.19, -1.30], [1.65, -1.39, -2.16], [0.79, -2.46, -1.93], [0.99, -3.68, -2.55], [2.06, -3.86, -3.41], [2.91, -2.79, -3.67], [2.70, -1.57, -3.06], [2.90, 1.17, -1.17], [2.72, 2.23, -0.07], [3.34, 1.88, -2.45], [4.02, 0.21, -0.74], [-0.78, 2.87, -3.16], [0.89, 3.07, -2.63], [-0.37, 2.79, -1.45], [-0.19, 1.06, -4.73], [0.80, -0.31, -4.23], [1.50, 1.32, -4.30], [-1.94, 0.76, -3.13], [-1.60, 0.51, -1.41], [-1.16, -0.74, -2.60], [-0.05, -2.35, -1.25], [0.32, -4.50, -2.34], [2.23, -4.82, -3.88], [3.74, -2.92, -4.36], [3.36, -0.75, -3.31], [1.89, 2.89, -0.28], [3.64, 2.82, 0.00], [2.54, 1.77, 0.89], [2.67, 2.69, -2.72], [3.41, 1.20, -3.30], [4.33, 2.31, -2.28], [3.69, -0.47, 0.04], [4.86, 0.79, -0.36], [4.38, -0.40, -1.57], [-4.93, -1.39, -1.01], [-3.56, -1.80, -0.79], [-2.47, -2.09, -0.57], [-5.18, -1.46, -2.07], [-5.07, -0.37, -0.68], [-5.59, -2.05, -0.45]], "e_above_lowest_kcal_mol": 14.71, "e_tot_ev": -66675.7611, "molar_mass_g_mol": 809.612}

***

# 3
{"formula": "C7H10N", "method": "ωB97M-V/def2-TZVPD", "elements": ["C", "C", "C", "C", "C", "C", "C", "N", "H", "H", "H", "H", "H", "H", "H", "H", "H", "H"], "xyz": [[0.20, -2.25, -1.07], [0.58, -0.81, -1.42], [0.44, 0.01, -0.07], [-0.78, 0.70, -0.06], [-1.03, 1.85, 0.75], [0.35, -1.26, 0.97], [-0.09, 2.68, 1.25], [0.28, -2.29, 0.36], [0.98, -2.85, -1.41], [1.55, -0.64, -2.06], [-0.25, -0.37, -2.04], [1.22, 0.65, 0.35], [-1.64, 0.09, -0.40], [-2.05, 1.94, 1.13], [0.50, -0.98, 2.07], [0.95, 2.73, 0.93], [-0.44, 3.46, 1.84], [-0.76, -2.65, -1.13]], "e_above_lowest_kcal_mol": 73.45, "e_tot_ev": -8900.4080, "total_charge": 1, "molar_mass_g_mol": 108.164}

***

# 4
{"formula": "C35H27IrN3O3PS2", "method": "ωB97M-V/def2-TZVPD", "elements": ["Ir", "O", "C", "C", "C", "C", "C", "C", "C", "C", "N", "H", "H", "H", "H", "H", "H", "H", "H", "H", "H", "H", "O", "C", "O", "C", "C", "C", "C", "C", "C", "P", "C", "C", "C", "C", "C", "C", "C", "C", "C", "C", "C", "C", "H", "H", "H", "H", "H", "H", "H", "H", "H", "H", "H", "H", "H", "H", "S", "C", "C", "C", "C", "N", "C", "C", "C", "S", "C", "N", "H", "H"], "xyz": [[-0.02, 0.60, 0.05], [0.84, 2.20, -2.03], [0.01, 3.12, -2.73], [-0.71, 4.07, -1.78], [-1.45, 3.36, -0.63], [-2.28, 2.22, -1.12], [-3.51, 2.50, -1.71], [-4.24, 1.50, -2.32], [-3.72, 0.21, -2.32], [-2.53, -0.01, -1.69], [-1.81, 0.95, -1.08], [1.67, 2.61, -1.78], [-0.71, 2.51, -3.29], [0.58, 3.70, -3.46], [-1.42, 4.68, -2.36], [0.01, 4.77, -1.34], [-2.12, 4.09, -0.15], [-0.75, 3.04, 0.14], [-3.87, 3.52, -1.70], [-5.19, 1.72, -2.78], [-4.25, -0.61, -2.78], [-2.13, -1.01, -1.64], [-3.74, -1.93, 0.90], [-2.64, -2.26, 0.60], [-1.55, -1.46, 0.88], [-2.16, -3.45, -0.12], [-2.92, -4.56, -0.43], [-2.30, -5.62, -1.09], [-0.96, -5.54, -1.43], [-0.21, -4.41, -1.13], [-0.81, -3.36, -0.46], [-0.02, -1.80, 0.15], [0.99, -1.38, -1.37], [2.33, -1.00, -1.28], [3.04, -0.64, -2.42], [2.41, -0.64, -3.66], [1.08, -1.03, -3.76], [0.38, -1.41, -2.63], [1.04, -2.37, 1.47], [0.65, -2.17, 2.79], [1.43, -2.68, 3.81], [2.59, -3.38, 3.53], [2.98, -3.58, 2.21], [2.20, -3.08, 1.17], [-3.96, -4.60, -0.15], [-2.87, -6.51, -1.33], [-0.49, -6.38, -1.94], [0.84, -4.36, -1.42], [2.84, -1.00, -0.33], [4.08, -0.36, -2.34], [2.96, -0.35, -4.54], [0.59, -1.05, -4.73], [-0.63, -1.78, -2.75], [-0.25, -1.62, 3.01], [1.13, -2.52, 4.84], [3.20, -3.77, 4.33], [3.88, -4.14, 1.98], [2.50, -3.26, 0.15], [-0.83, 1.10, 2.10], [0.33, 2.30, 2.59], [0.03, 3.23, 3.58], [0.99, 4.13, 4.01], [0.64, 5.10, 5.02], [0.36, 5.88, 5.81], [2.28, 4.11, 3.45], [2.58, 3.18, 2.47], [1.61, 2.29, 2.04], [1.99, 1.10, 0.81], [3.29, 5.04, 3.87], [4.11, 5.79, 4.18], [-0.97, 3.27, 4.02], [3.57, 3.16, 2.05]], "e_above_lowest_kcal_mol": 0.00, "e_tot_ev": -81139.2339, "total_charge": 1, "multiplicity": 2, "molar_mass_g_mol": 824.944}